# 1
This record from the Open Molecules 2025 dataset describes a structure of composition C29H29CaN10O5S. The level of theory is ωB97M-V with the def2-TZVPD basis set.

```
! RIJCOSX wB97M-V def2-TZVPD def2/J DEFGRID3
* xyz -1 1
N 5.7790 3.2080 2.9940
C 6.1002 -1.2402 3.6100
H 0.4583 -0.3171 2.8033
H -1.0120 5.8138 -1.7511
H -5.1746 2.6333 -1.9832
H 2.7253 0.4584 -1.3015
C -6.2884 -2.7125 -3.7559
H -3.5832 3.9434 -4.2520
C -5.1415 -3.3041 -3.2447
C -4.4486 3.3583 -2.3465
H -3.2610 -2.9661 -2.2508
N 1.8114 0.1354 0.6175
O -2.2386 -0.9540 -1.4903
H 8.1847 -1.6389 3.9740
H -5.5760 0.5176 -3.0111
C 3.4222 1.6768 0.3939
N 4.8923 2.1905 3.0057
H 1.8785 0.0094 3.8193
C -4.1609 -2.5222 -2.6536
N 2.9746 1.6501 1.7030
C -4.2800 3.2056 -3.8530
C -2.5289 4.4005 -1.1489
C 7.8554 0.4418 3.6682
H -0.6446 -4.5237 3.3879
C 7.4533 -0.8676 3.7722
C 5.1152 -0.3184 3.3468
Ca -0.2831 -0.7877 -0.6433
H -5.2417 3.3399 -4.3536
C 2.6931 0.7417 -0.2611
C -0.0226 -5.9320 2.1970
O -0.9627 -1.3663 1.4326
C 0.9867 -0.8008 -2.7265
C 0.1888 -4.9082 1.1266
N 1.6375 -0.5668 -3.6602
H 4.2021 2.3458 0.0739
C -1.5087 4.9270 -2.1507
O -0.5003 -5.5386 3.3560
N -3.2067 3.1903 -1.5935
H -7.3418 -0.8693 -4.0714
C 0.8188 -5.2364 -0.0554
H 5.8334 -2.2861 3.6862
C 1.2347 0.4086 3.0315
C -0.1113 -3.5217 0.9898
O 0.2947 -7.0838 1.9897
C -4.3160 -1.1427 -2.5665
H -7.0551 -3.3225 -4.2177
H -3.9026 2.2109 -4.0856
H -2.0357 4.1862 -0.2035
H 1.2154 -6.1811 -0.3844
C -3.2267 -0.3215 -1.9192
O -1.1479 -2.9059 3.0331
C 1.9924 0.7054 1.7840
H -3.2995 5.1513 -0.9619
C 5.5324 1.0146 3.2550
C 6.8650 1.3933 3.4013
C -0.8074 -2.5171 1.8990
C -2.6940 1.9474 -1.3780
N 0.8931 -4.1197 -0.7892
H -0.7532 4.1659 -2.3431
H -1.9810 5.1999 -3.0955
H 4.0862 -0.6151 3.1994
N 6.9522 2.7585 3.2297
N -3.4732 0.9822 -1.9024
N 0.3395 -3.0751 -0.1774
H -5.0107 -4.3772 -3.3067
H 2.9173 2.2095 3.6789
C 3.4873 2.4462 2.7821
H -4.8259 4.3553 -2.1121
H 0.7399 1.3031 3.4154
C -6.4490 -1.3358 -3.6733
S -1.1948 1.8369 -0.5551
H 8.8898 0.7362 3.7803
H 3.4052 3.5119 2.5739
H 1.3013 -3.9790 -1.6997
C -5.4676 -0.5555 -3.0814
*
```

LUMO: 1.96 eV
HOMO level: -0.21435 hartree
M: 669.76 g/mol
frontier orbital gap: 0.2864 hartree
relative energy (zero: lowest compared OMol25 entry of this formula, charge and spin): 61.5 kJ/mol

# 2
This record from the Open Molecules 2025 dataset describes a structure of composition C29H29Cl2N4O3S3V. The level of theory is ωB97M-V with the def2-TZVPD basis set.

```
! RIJCOSX wB97M-V def2-TZVPD def2/J DEFGRID3
* xyz 0 3
C -2.3133 4.5572 -0.7682
C 0.8871 -1.6354 3.8932
C 2.6197 -2.6983 0.0995
H -2.7164 1.7555 -0.1748
C -3.3452 0.8726 -0.0699
N -2.6738 -0.3110 -0.5838
H -0.8360 -0.9230 -4.2912
N 0.8947 1.5520 -2.8245
H -0.0079 -3.2693 1.9682
H -2.7422 4.2733 -4.5973
H -4.4324 -1.3563 -0.9859
H 4.3628 -3.0464 4.8249
H 3.4539 -4.9104 -2.3191
C 2.0626 0.9221 -2.6914
H -0.5763 3.7142 -3.5474
H -1.2305 -1.8431 3.4944
C 2.2828 -0.3771 -3.1171
H -4.3402 5.2294 -0.7423
H 3.2530 -0.8325 -2.9832
H -0.7461 -0.3137 4.2260
C -3.5241 4.8829 -1.3636
H -1.0545 1.3972 -3.4676
O -1.3778 -0.7901 1.3532
H -0.9706 -1.4442 -0.5380
H 3.1837 -1.5172 6.3881
H 1.3637 -2.0886 -4.0362
C 0.0148 -0.4248 -3.8464
O -0.5416 0.5393 -0.4101
Cl -0.2367 -5.3979 0.7682
H 0.6585 3.5034 -1.6997
H -2.1751 4.6430 0.3026
C -3.4903 -1.5107 -0.4607
C 3.3877 -2.6509 4.5726
Cl 3.0387 -1.0982 0.6050
C 0.8526 4.0244 2.0235
S 1.0988 5.5833 2.4675
C 2.9133 -4.4743 -1.4901
H -3.6281 0.7676 0.9853
S -0.7374 3.2566 2.1256
C 1.7998 -5.1133 -0.9666
H -4.6434 5.0223 -3.1924
H 0.9652 -0.6222 5.7698
C -3.6952 4.7694 -2.7368
C -0.1050 0.8798 -3.3967
C -1.4143 4.0297 -2.9377
C 1.5539 -2.4964 3.0306
H 4.1615 -2.7236 -1.3668
N -0.0028 3.7423 -0.9598
H 3.3060 -3.6801 2.6904
C 1.2340 -1.0671 -3.7004
H -3.7172 -1.7654 0.5818
C 2.7273 -1.8017 5.4499
H 2.8585 1.4813 -2.2105
S 2.0981 3.0135 1.2756
C 3.3174 -3.2610 -0.9563
C 1.5540 -3.3611 0.7141
H 0.3799 4.5067 -0.4057
C 1.1458 -4.5599 0.1186
C 1.4792 -1.3047 5.1036
H -2.9808 -2.3574 -0.9237
C 2.7970 -3.0065 3.3694
C -1.3561 -0.5049 -0.1351
C -0.4511 -1.0780 3.5040
V 0.1726 1.9798 0.3912
H -4.2465 1.0504 -0.6563
C -0.4099 -0.4024 2.1596
C -2.6319 4.3469 -3.5229
C -1.2637 4.1200 -1.5614
O 0.4002 0.4853 1.9425
N 0.8920 -2.8345 1.8152
H 1.4445 -6.0483 -1.3765
*
```

LUMO (spin up / spin down): 0.07 / 0.28 eV
HOMO level (spin up / spin down): -0.26796 / -0.26912 hartree
M: 699.63 g/mol
expectation value of S²: 2.022
frontier orbital gap (spin up / spin down): 0.2705 / 0.2796 hartree

# 3
This record from the Open Molecules 2025 dataset describes a structure of composition C29H29ClO5PSSiY. The level of theory is ωB97M-V with the def2-TZVPD basis set.

```
! RIJCOSX wB97M-V def2-TZVPD def2/J DEFGRID3
* xyz 0 1
H -5.7191 -0.3271 -0.3488
H 1.7012 -5.2604 2.0646
H -1.8224 -0.8485 3.5907
C 0.2296 3.5312 -1.3155
H -0.8036 -2.7587 4.4512
O -1.0560 1.5051 -2.2863
H 5.2562 -1.5129 -1.4055
H -4.8943 -3.5222 -3.1535
H -6.2230 -2.8238 -2.2497
C -2.2754 -1.5406 -2.0878
H 4.4825 -1.7167 -3.7375
C 0.7181 2.3467 2.2140
C 1.9755 2.2682 4.2518
H -4.7904 0.5121 -1.5723
H 3.7053 5.1631 -1.4415
H -3.2856 -2.6603 0.8417
H -1.7024 -2.4709 -2.1863
O -1.6838 2.1547 -0.0867
H 1.7266 6.4146 -2.2241
C 0.1802 -2.3206 1.1888
H 3.4402 2.8943 -0.5191
C 1.3237 2.8282 -0.8363
H -4.0726 0.1861 0.0069
C 0.3639 4.8120 -1.8147
H -0.1579 2.6659 1.6601
Y -1.3294 -0.0624 -0.6409
H 0.1312 3.3355 4.0136
C 1.1117 -4.3605 2.1619
H -5.4449 -1.9023 -3.5204
C -3.8585 -3.1108 0.0328
H -0.5181 5.3146 -2.1766
C 2.8993 1.4394 3.6422
C -1.4223 -1.0024 2.5695
C 0.8750 2.7147 3.5349
C 1.6670 1.5377 1.5779
H 1.0220 0.5992 -2.7776
C 4.3361 -1.0382 -1.7144
H -4.8228 -3.4077 0.4326
O 0.1038 -1.5351 0.1779
O -2.3177 3.5960 -1.9691
H 2.1009 2.5497 5.2868
Cl 0.6670 -5.1839 4.6982
C 1.9625 0.1440 -2.4795
C 0.9795 -3.4973 1.1135
C -4.7243 -0.2260 -0.7752
H 1.4650 -3.6919 0.1699
C 2.5774 3.4360 -0.8817
H 2.3577 -0.6516 -4.4219
S -1.3537 2.6857 -1.4315
C -0.4964 -2.0783 2.4333
C -0.3020 -2.9626 3.5171
C 3.9026 -1.1530 -3.0219
C 0.4722 -4.0813 3.3802
C -5.2660 -2.6035 -2.7114
O -1.8496 -0.2719 1.6643
C 2.7104 -0.5565 -3.4051
C 2.7476 1.0698 2.3149
H -2.3126 -1.0918 -3.0889
P 1.1431 1.1361 -0.1335
C 3.5941 -0.3265 -0.7843
H 3.7443 1.0664 4.2028
H 3.9641 -0.2625 0.2245
C 1.6139 5.4121 -1.8443
H -3.3399 -4.0164 -0.2661
H 3.4808 0.4118 1.8816
C 2.7224 4.7135 -1.3898
C 2.4033 0.2820 -1.1575
Si -4.0136 -1.8895 -1.4432
*
```

LUMO: -0.41 eV
HOMO level: -0.29155 hartree
M: 673.03 g/mol
frontier orbital gap: 0.2766 hartree

# 4
This record from the Open Molecules 2025 dataset describes a cluster of 2 separate species, C29H29F7N2O4S in total. The level of theory is ωB97M-V with the def2-TZVPD basis set.

```
! RIJCOSX wB97M-V def2-TZVPD def2/J DEFGRID3
* xyz 0 1
H -4.1008 -0.7647 6.5737
H -4.3938 -2.7304 -0.0196
C 1.5464 2.9519 2.0973
H -3.2952 -2.2870 6.1119
C 3.8762 5.1724 3.6086
H 3.3701 3.8767 -0.4771
C 3.4973 5.7592 2.2725
F 4.7048 4.0866 3.4409
C -2.6776 1.3342 2.2279
C -4.7332 -2.2119 -3.3822
F -2.0104 1.1646 -1.2773
H -2.4269 4.9443 -3.9690
O -4.3421 2.0220 -3.5846
C -2.0922 2.2937 1.3645
C -4.7345 0.1361 2.8506
H -5.8009 -0.0729 2.7098
C -2.3711 3.4269 -1.9018
C -4.2401 -1.7218 6.0518
C -2.7085 -0.1225 4.2010
H 4.4805 3.3199 0.8047
C -2.0403 0.7028 3.3327
N 3.0003 4.7207 1.3864
H -2.7445 2.6557 0.5606
H 4.3971 6.1986 1.8270
F -3.7515 -4.0176 4.1915
C -2.9619 5.3542 -3.0979
H -6.0378 -2.9728 4.8926
C -4.2247 6.0584 -3.5166
H 0.7555 5.8212 0.4120
C 0.2936 2.3684 2.1438
H -1.4869 4.7493 0.4776
H 2.7090 6.4974 2.4627
C -4.6856 -0.8187 -3.3917
H -4.8586 5.3906 -4.1099
C -4.5101 -0.1334 -2.1873
H -4.2963 -0.2566 -0.0509
C -4.0640 1.0218 2.0388
H 2.4129 2.4682 2.5509
F 2.7467 4.7107 4.2498
H -4.7764 -0.2597 -4.3198
H -4.7878 6.4006 -2.6430
C -0.6339 4.2267 0.8978
C 3.9376 4.2003 0.4123
H -4.6750 -3.9906 -2.1555
F -5.3641 -4.4630 2.7514
C -2.9237 2.1529 -1.3665
C 0.5983 4.8496 0.8895
O -1.1782 3.6770 -2.0210
O -5.5534 2.1300 -1.3365
H -3.9766 6.9242 -4.1327
C -4.4096 -0.8130 -0.9798
C -4.6245 -2.9030 -2.1723
C -5.5135 -2.4519 4.0850
H -4.8618 -2.7517 -4.3197
S -4.4850 1.6555 -2.1879
F 4.5023 6.0460 4.4487
O -3.3899 4.2671 -2.2309
C -4.0522 -0.4838 3.9342
F -3.9397 -2.8221 2.3678
H -2.2866 6.0176 -2.5373
H 0.2072 1.4463 2.6876
C -4.4661 -2.2050 -0.9689
H -6.1997 -1.9894 3.3697
C 1.7180 4.2023 1.4669
H 4.6498 4.9978 0.1481
C -4.6783 -3.4550 3.3506
H -0.9898 0.8650 3.5422
N -4.6265 -1.4655 4.6829
C -0.8339 2.9404 1.4936
H -5.0464 -2.2962 6.5279
H -2.1952 -0.5511 5.0681
H -4.6079 1.5189 1.2374
*
```

LUMO: -2.23 eV
HOMO level: -0.23572 hartree
M: 634.61 g/mol
frontier orbital gap: 0.1536 hartree
relative energy (zero: lowest compared OMol25 entry of this formula, charge and spin): 133.7 kJ/mol